ORCA calculation (ωB97M-V with the def2-TZVPD basis set) on a cluster of 2 separate species, C2O3S in total.

Last column: Löwdin charge in e.
Atoms and positions in Å:
C  -0.3342  -1.1822  0.5168  -0.3768
C  -0.9767  -0.1415  0.9115  0.1115
O  1.4372  1.4402  0.0628  -0.3953
O  -0.3606  0.4595  -1.2055  -0.4429
O  0.1287  -2.1709  0.1423  0.2148
S  0.1056  1.5949  -0.4280  0.8888

Its spin multiplicity is 1. The calculated total energy comes out at -19045.6023 eV. As for the LUMO energy (spin up / spin down): -0.09575 / -0.09819 Ha. As for the HOMO energy (spin up / spin down): -10.17 / -10.28 eV. Its orbital gap (spin up / spin down) is 0.27793 / 0.27970 hartree. Its energy relative to the best compared isomer or geometry (same formula, charge and spin) is 165.8 kcal per mole.


ORCA calculation (ωB97M-V with the def2-TZVPD basis set) on a structure of composition C30H15BCl64N2O2S.

Last column: Löwdin charge in e.
Atoms and positions in Å:
C  -1.2561  1.0517  -0.1225  -0.1143
C  -0.9384  -0.4275  -0.6514  -0.2164
O  -1.4082  -1.4948  0.2133  -0.2479
C  -0.9855  -1.2356  1.5708  -0.1279
C  -2.0610  -0.7460  2.5752  -0.0049
B  -3.5969  -0.6078  2.0248  -0.4594
N  -4.5274  0.5247  2.3921  0.1194
O  -4.1759  -1.6330  1.1522  0.0334
C  -1.6007  -0.4365  4.0249  -0.0007
C  -0.0882  -0.6579  4.3983  -0.0590
C  0.9821  -1.1868  3.4016  -0.4056
C  0.5387  -1.4729  1.9398  -0.1351
N  1.3968  -1.9889  0.8493  0.0230
C  2.7995  -1.5070  0.9225  -0.2093
C  3.5046  -1.2374  -0.4567  -0.1781
C  4.9814  -0.7784  -0.6169  -0.2456
C  5.8096  -0.5786  0.6839  -0.0746
C  5.1126  -0.7888  2.0709  -0.0585
C  3.6277  -1.2461  2.2045  -0.3966
S  2.7583  -1.5135  3.8318  0.8895
H  -2.3766  1.1758  0.0623  0.0824
H  -0.9923  1.7917  -0.9749  0.0822
H  -0.6118  1.3780  0.7691  -0.0150
H  -1.5081  -0.5424  -1.6527  0.1388
H  0.1784  -0.4758  -0.9009  0.1116
H  -4.8853  0.3480  3.3415  0.0703
H  -4.0718  1.4423  2.3044  0.0288
H  -3.9320  -1.4104  0.2170  0.1033
H  -2.3704  -0.0517  4.7819  0.0973
H  0.2145  -0.4096  5.4741  0.0914
H  1.4326  -3.0191  0.9627  0.0829
H  2.8831  -1.3921  -1.4209  -0.0901
H  5.3831  -0.6461  -1.6717  0.0334
H  6.9049  -0.2799  0.5570  0.0978
H  5.7706  -0.6110  2.9931  0.0962
C  -0.6794  -5.6147  -0.2602  -1.9938
Cl  -1.6195  -7.1041  -0.0180  0.5173
Cl  -0.2938  -5.4318  -1.9844  0.4953
Cl  -1.6302  -4.2172  0.2772  0.6304
Cl  0.8279  -5.7064  0.6796  0.5357
C  -0.0694  -8.6231  -5.1016  -1.9990
Cl  1.2447  -9.7729  -4.7736  0.5298
Cl  -1.2427  -9.3676  -6.2086  0.5063
Cl  -0.8747  -8.1919  -3.5768  0.4675
Cl  0.5974  -7.1550  -5.8467  0.4915
C  0.7773  -4.3351  -8.9593  -1.9736
Cl  -0.1588  -5.8273  -8.7388  0.5173
Cl  1.1757  -4.1332  -10.6820  0.4958
Cl  -0.1819  -2.9472  -8.4028  0.4811
Cl  2.2771  -4.4350  -8.0117  0.4981
C  1.6943  0.3498  -10.8456  -1.9722
Cl  3.0991  0.8997  -9.9017  0.4762
Cl  1.9310  0.7679  -12.5561  0.5314
Cl  1.5254  -1.4125  -10.6841  0.4624
Cl  0.2237  1.1429  -10.2404  0.5167
C  2.5855  -1.0207  -4.9485  -1.9482
Cl  1.4797  0.3582  -5.1228  0.5156
Cl  4.1723  -0.5977  -5.6290  0.5177
Cl  2.7590  -1.4221  -3.2222  0.6353
Cl  1.9299  -2.4234  -5.8195  0.4858
C  -1.2696  5.2009  2.2498  -1.9948
Cl  -2.1717  6.7318  2.2060  0.5238
Cl  -0.5237  4.9081  0.6657  0.5036
Cl  -0.0046  5.2951  3.4912  0.4908
Cl  -2.3799  3.8690  2.6375  0.5025
C  3.4745  7.2720  3.2629  -2.0060
Cl  2.4862  6.4086  2.0675  0.4451
Cl  5.1945  7.0823  2.8578  0.5189
Cl  3.0498  8.9975  3.2497  0.5224
Cl  3.1690  6.5992  4.8795  0.5135
C  -4.4541  4.6352  6.4930  -1.9919
Cl  -4.1636  2.8985  6.2457  0.5074
Cl  -3.7189  5.1450  8.0280  0.4761
Cl  -3.7293  5.5521  5.1559  0.4964
Cl  -6.2031  4.9414  6.5434  0.5032
C  -1.9957  4.8776  11.8155  -2.0049
Cl  -3.3246  5.2989  12.9175  0.5169
Cl  -2.2404  3.2300  11.1934  0.4988
Cl  -1.9642  6.0244  10.4575  0.4946
Cl  -0.4527  4.9564  12.6908  0.4985
C  1.6369  4.2161  -7.2429  -2.0014
Cl  2.7848  5.5625  -7.4071  0.5226
Cl  1.3787  3.8658  -5.5190  0.4935
Cl  0.0896  4.6621  -7.9941  0.5188
Cl  2.2931  2.7754  -8.0517  0.4400
C  8.3253  -1.6881  -4.6513  -2.0213
Cl  9.6239  -2.8553  -4.3248  0.5217
Cl  7.1438  -2.4123  -5.7629  0.5010
Cl  7.5199  -1.2590  -3.1276  0.5278
Cl  9.0142  -0.2264  -5.3895  0.5193
C  2.6816  2.6061  0.1840  -1.9089
Cl  3.7409  3.7846  0.9919  0.5056
Cl  1.5178  1.9636  1.3571  0.5995
Cl  1.8130  3.4050  -1.1496  0.5024
Cl  3.6643  1.2681  -0.4577  0.7023
C  2.5812  3.2859  10.7313  -2.0173
Cl  3.3854  4.3997  11.8584  0.5160
Cl  1.0760  4.0232  10.1446  0.4770
Cl  3.6562  2.9568  9.3553  0.5177
Cl  2.2073  1.7640  11.5684  0.5184
C  -5.4542  -8.2478  -5.5700  -2.0147
Cl  -6.8288  -7.8784  -4.5063  0.5187
Cl  -5.6022  -9.9131  -6.1730  0.5170
Cl  -5.4475  -7.1192  -6.9423  0.4946
Cl  -3.9379  -8.0812  -4.6598  0.4777
C  -5.1988  -2.9386  -6.9400  -2.0248
Cl  -6.1205  -3.8621  -8.1459  0.5028
Cl  -3.4649  -3.0363  -7.3153  0.4912
Cl  -5.7164  -1.2392  -6.9731  0.5186
Cl  -5.4940  -3.6165  -5.3247  0.5109
C  -7.2177  4.1589  10.3314  -2.0101
Cl  -7.2764  5.8454  9.7753  0.5060
Cl  -7.6760  3.0772  8.9975  0.5023
Cl  -5.5695  3.7701  10.8677  0.4748
Cl  -8.3485  3.9427  11.6849  0.5223

Its spin multiplicity is 1. The calculated total energy comes out at -851361.6042 eV. As for the LUMO energy: -0.01315 Ha. As for the HOMO energy: -8.30 eV. Its orbital gap is 0.29169 hartree.


ORCA calculation (ωB97M-V with the def2-TZVPD basis set) on a structure of composition C30H18Cl4N7O2ReS2.

Last column: Löwdin charge in e.
Atoms and positions in Å:
Re  -1.3678  0.3056  0.2972  1.4946
C  3.6237  3.8247  -3.6793  -0.0605
C  2.8632  2.8936  -2.7740  -0.2899
C  3.3381  1.6261  -2.4549  -0.0499
C  2.5978  0.7590  -1.6813  -0.0154
C  1.3454  1.0997  -1.1287  -0.1999
N  0.6057  0.1889  -0.4070  -0.0784
C  1.2381  -0.9965  0.0177  -0.2668
C  2.3660  -1.0065  0.8348  -0.0177
C  2.8950  -2.1927  1.3113  -0.0357
C  2.3002  -3.4168  1.0188  -0.2926
C  2.8116  -4.6967  1.6199  -0.0546
C  1.1628  -3.4139  0.2258  0.0142
C  0.6539  -2.2265  -0.2770  -0.1330
N  -0.5109  -2.2781  -1.0984  -0.0430
C  -0.7930  -3.2144  -2.0240  -0.0437
C  -2.0033  -2.9041  -2.5948  -0.0207
C  -2.4148  -1.7321  -1.9547  -0.0958
N  -1.5134  -1.3620  -1.0526  -0.0627
C  0.8835  2.3892  -1.4462  -0.1013
C  1.6221  3.2353  -2.2705  0.0043
N  -0.3631  2.9047  -0.9756  -0.0503
C  -0.6748  4.2080  -0.8637  -0.0470
C  -2.0176  4.3146  -0.5938  -0.0201
C  -2.4755  3.0026  -0.5351  -0.1708
N  -1.4731  2.1492  -0.7596  -0.0868
H  4.6978  3.6501  -3.6061  0.0722
H  3.4371  4.8687  -3.4244  0.0727
H  3.3396  3.6856  -4.7255  0.0789
H  4.2967  1.2966  -2.8411  0.1108
H  2.9871  -0.2308  -1.4946  0.1064
H  2.8133  -0.0584  1.1085  0.1319
H  3.7624  -2.1634  1.9609  0.1152
H  3.8343  -4.5804  1.9782  0.0746
H  2.7939  -5.5139  0.8972  0.0762
H  2.1940  -4.9908  2.4717  0.0706
H  0.6332  -4.3404  0.0350  0.1256
H  -0.0953  -4.0113  -2.2157  0.1268
H  -2.5221  -3.4372  -3.3708  0.1020
H  -3.2835  -1.1112  -2.1151  0.0281
H  1.1967  4.1894  -2.5543  0.1101
H  0.0773  4.9673  -0.9785  0.1240
H  -2.5857  5.2139  -0.4390  0.1016
H  -3.4547  2.6067  -0.3311  0.0255
S  -4.6073  0.9536  -2.1294  0.5394
C  -5.2358  -0.2422  -1.0798  -0.8582
C  -6.3083  -1.0483  -1.6309  -0.3061
N  -7.1671  -1.6603  -2.0924  0.1411
C  -4.8254  -0.5546  0.1858  -0.7105
S  -3.6024  0.2824  1.1523  0.6366
C  -5.4822  -1.6012  0.9112  -0.3233
N  -5.9987  -2.4494  1.4975  0.1348
Cl  1.6702  -1.3796  6.1220  0.6446
C  0.9280  -0.4792  4.8465  -0.7073
C  1.0006  0.9076  4.8350  -0.7101
Cl  1.8327  1.7500  6.0938  0.6429
C  0.4032  1.6278  3.7953  -0.6120
Cl  0.4745  3.3517  3.7295  0.6926
C  -0.2569  0.9600  2.7775  -0.3627
O  -0.8412  1.5767  1.7496  -0.2616
C  -0.3123  -0.4460  2.7762  -0.3731
O  -0.9184  -1.0171  1.7410  -0.2685
C  0.2660  -1.1558  3.8175  -0.6011
Cl  0.1589  -2.8778  3.7923  0.7329

Its spin multiplicity is 4. The calculated total energy comes out at -119821.4125 eV. Its net charge is -1. As for the LUMO energy (spin up / spin down): 0.07965 / 0.05736 Ha. As for the HOMO energy (spin up / spin down): -4.56 / -4.55 eV. Its orbital gap (spin up / spin down) is 0.24710 / 0.22455 hartree. Its energy relative to the best compared isomer or geometry (same formula, charge and spin) is 14.0 kcal per mole.


ORCA calculation (ωB97M-V with the def2-TZVPD basis set) on a structure of composition C30H19BCo2F6O8S.

Last column: Löwdin charge in e.
Atoms and positions in Å:
C  -5.5849  2.7485  -3.2363  -0.1046
C  -4.3591  2.6833  -2.4078  -0.5868
C  -3.0606  2.8447  -2.8661  -0.1189
C  -2.0775  2.6807  -1.8601  -0.0828
C  -2.6283  2.3919  -0.6107  -0.4384
B  -1.1348  -2.2951  -1.5058  -0.6292
C  0.3093  -1.9365  -1.9066  -0.0820
C  0.6463  -0.5584  -2.0796  0.0013
C  1.9266  -0.2365  -2.5737  -0.1117
C  2.2836  1.2179  -2.7312  -0.4938
F  3.4374  1.4126  -3.4236  0.1349
F  1.2992  1.9310  -3.3703  0.1152
F  2.4522  1.8212  -1.5009  0.1157
C  2.8675  -1.2091  -2.8270  0.0403
C  2.5453  -2.5381  -2.5643  -0.0953
C  3.5949  -3.6073  -2.7553  -0.5022
F  3.4763  -4.5846  -1.8015  0.1237
F  3.4945  -4.2234  -3.9750  0.1279
F  4.8621  -3.1042  -2.6607  0.1258
C  1.2827  -2.9138  -2.1447  0.0539
O  -1.8445  -1.4681  -0.6393  0.0736
C  -3.1780  -2.0102  -0.5760  -0.1016
C  -3.1864  -3.2303  -1.5063  -0.0985
O  -1.8346  -3.3648  -2.0123  0.1212
S  -4.3879  2.3646  -0.7228  1.1435
H  -5.6084  1.9119  -3.9440  0.0876
H  -6.4727  2.7049  -2.6013  0.0721
H  -5.5946  3.6787  -3.8134  0.0882
H  -2.8362  3.0666  -3.9075  0.1163
H  -1.0053  2.7729  -2.0251  0.1084
H  -0.1416  0.1942  -2.1002  0.1310
H  3.8387  -0.9553  -3.2403  0.1468
H  1.0453  -3.9679  -2.0215  0.1539
H  -3.3991  -2.2966  0.4613  0.1354
H  -3.8902  -1.2384  -0.8981  0.1261
H  -3.4607  -4.1462  -0.9664  0.1313
H  -3.8760  -3.0826  -2.3498  0.1304
O  0.2674  -3.4859  1.1384  0.1431
C  0.6025  -2.4368  0.7728  -0.1162
Co  1.1584  -0.9005  0.1549  0.2674
C  2.9030  -1.0485  0.1415  -0.0956
O  4.0549  -1.1503  0.1810  0.1527
C  -2.1357  2.0491  0.6584  -0.4332
O  -2.8308  1.9907  1.6982  -0.0083
C  0.9312  0.2771  1.6716  -0.1630
C  1.8361  -0.0638  2.8019  -0.2810
C  1.6157  -1.2002  3.6017  -0.0508
C  2.4700  -1.4876  4.6655  -0.0803
C  3.5549  -0.6514  4.9448  -0.0910
C  3.7806  0.4833  4.1560  -0.0809
C  2.9320  0.7721  3.0920  -0.0556
C  0.0358  1.2465  1.6304  -0.1333
C  -0.7329  1.7493  0.4328  -0.1557
Co  -0.4612  2.1342  3.3767  0.2504
C  -2.2070  2.2436  3.8140  -0.1191
O  -3.2100  2.3768  4.3783  0.1397
C  0.0405  3.7898  3.2762  -0.1529
O  0.3563  4.9053  3.2660  0.1298
C  0.3376  1.8515  4.9019  -0.1394
O  0.8099  1.7333  5.9547  0.1285
H  0.7553  -1.8389  3.3881  0.1055
H  2.2827  -2.3720  5.2776  0.1045
H  4.2216  -0.8773  5.7792  0.1010
H  4.6215  1.1461  4.3682  0.1053
H  3.0941  1.6528  2.4624  0.1235
H  -0.2197  2.6603  0.0535  0.1526
H  -0.6647  0.9931  -0.3743  0.0934

Its spin multiplicity is 1. The calculated total energy comes out at -150865.9280 eV. As for the LUMO energy: -0.04918 Ha. As for the HOMO energy: -7.52 eV. Its orbital gap is 0.22724 hartree. Its energy relative to the best compared isomer or geometry (same formula, charge and spin) is 0.0 kcal per mole.